{
  "formula": "C12H21N2O",
  "method": "ωB97M-V with the def2-TZVPD basis set",
  "de_lowest_ev": 4.148,
  "multiplicity": 1,
  "homo_lumo_gap_ha": [0.302, 0.303],
  "total_charge": 1,
  "e_lumo_ev": [-3.9, -3.9],
  "species": ["C", "C", "C", "C", "C", "C", "C", "C", "C", "C", "C", "C", "N", "N", "O", "H", "H", "H", "H", "H", "H", "H", "H", "H", "H", "H", "H", "H", "H", "H", "H", "H", "H", "H", "H", "H"],
  "coordinates": [[3.972, 0.299, -1.316], [4.363, 0.903, -0.135], [2.818, -0.488, -1.335], [3.632, 0.749, 1.029], [2.158, -0.601, -0.161], [2.468, -0.030, 1.045], [0.438, -3.384, -0.073], [-2.327, -2.042, 0.411], [-0.917, 1.549, -1.397], [-0.794, 1.983, 0.967], [-2.886, 1.376, -0.035], [0.054, -1.983, -0.019], [-1.045, -1.404, 0.166], [-1.438, 1.201, -0.081], [1.693, -0.200, 2.135], [4.540, 0.422, -2.225], [5.255, 1.510, -0.115], [2.491, -0.971, -2.240], [3.949, 1.229, 1.945], [-0.409, -4.074, -0.081], [1.050, -3.560, -0.958], [1.069, -3.599, 0.790], [-2.767, -1.608, 1.307], [-2.992, -1.853, -0.432], [-2.222, -3.115, 0.552], [-1.364, 0.896, -2.146], [-1.140, 2.587, -1.665], [0.163, 1.409, -1.409], [-1.045, 3.046, 0.894], [-1.112, 1.616, 1.942], [0.286, 1.872, 0.886], [-3.255, 1.096, 0.949], [-3.174, 2.414, -0.228], [-3.357, 0.747, -0.788], [-1.122, -0.306, 0.115], [2.094, 0.219, 2.908]]
}

=====

{
  "formula": "C12H21N2O14P4RhSSe",
  "method": "ωB97M-V with the def2-TZVPD basis set",
  "de_lowest_ev": 0.556,
  "multiplicity": 5,
  "homo_lumo_gap_ha": [0.329, 0.273],
  "total_charge": 0,
  "e_lumo_ev": [0.4, -2.2],
  "species": ["Rh", "C", "C", "O", "P", "O", "O", "O", "P", "O", "O", "O", "H", "H", "H", "H", "H", "H", "H", "C", "C", "O", "P", "O", "O", "O", "P", "O", "O", "O", "H", "H", "H", "H", "H", "H", "H", "S", "C", "C", "N", "C", "H", "H", "H", "Se", "C", "C", "C", "N", "C", "C", "H", "H", "H", "H"],
  "coordinates": [[-0.169, -0.085, -0.071], [3.469, 2.810, -2.788], [2.935, 2.212, -1.504], [3.796, 2.514, -0.407], [2.921, 0.373, -1.560], [4.468, -0.022, -1.589], [2.435, -0.177, -2.936], [2.247, -0.205, -0.354], [1.194, 2.666, -1.079], [0.842, 3.990, -1.928], [0.339, 1.546, -1.627], [1.170, 3.001, 0.378], [4.475, 2.434, -2.979], [3.506, 3.895, -2.710], [2.824, 2.535, -3.623], [3.226, 2.683, 0.364], [4.937, 0.392, -0.846], [1.604, -0.718, -2.800], [0.829, 4.750, -1.329], [-1.408, -4.499, -2.460], [-1.225, -3.618, -1.243], [-1.454, -4.338, -0.040], [-2.442, -2.227, -1.202], [-3.887, -2.880, -1.203], [-2.486, -1.493, -2.600], [-2.217, -1.349, -0.016], [0.365, -2.703, -1.145], [1.499, -3.737, -1.587], [0.240, -1.572, -2.154], [0.506, -2.324, 0.303], [-2.438, -4.853, -2.519], [-0.736, -5.353, -2.396], [-1.182, -3.936, -3.365], [-0.955, -3.882, 0.658], [-4.095, -3.311, -0.361], [-1.570, -1.242, -2.842], [2.383, -3.406, -1.357], [-3.563, 3.147, -0.656], [-3.238, 3.046, 1.025], [-2.317, 2.081, 1.260], [-1.872, 1.440, 0.137], [-2.434, 1.895, -0.942], [-3.739, 3.688, 1.730], [-1.929, 1.797, 2.227], [-2.212, 1.543, -1.936], [0.970, 0.526, 2.044], [0.039, 0.408, 3.725], [-0.443, -0.815, 4.180], [-1.009, -0.869, 5.444], [-1.132, 0.187, 6.242], [-0.684, 1.355, 5.792], [-0.091, 1.520, 4.550], [-0.376, -1.700, 3.559], [-1.386, -1.805, 5.840], [-0.800, 2.198, 6.465], [0.269, 2.489, 4.226]]
}

=====

{
  "formula": "C12H21N3",
  "method": "ωB97M-V with the def2-TZVPD basis set",
  "de_lowest_ev": 5.909,
  "multiplicity": 1,
  "homo_lumo_gap_ha": 0.369,
  "total_charge": 0,
  "e_lumo_ev": 0.6,
  "species": ["C", "C", "C", "C", "N", "H", "H", "H", "H", "H", "H", "H", "C", "C", "C", "C", "N", "H", "H", "H", "H", "H", "H", "H", "C", "C", "C", "C", "N", "H", "H", "H", "H", "H", "H", "H"],
  "coordinates": [[-1.113, -0.320, 1.014], [0.055, 0.594, 0.599], [1.267, 0.254, 1.471], [1.873, -1.079, 1.258], [2.326, -2.151, 0.961], [-1.468, -0.861, 0.136], [-1.983, 0.158, 1.465], [-0.788, -1.036, 1.768], [-0.237, 1.598, 0.907], [0.319, 0.502, -0.455], [1.073, 0.360, 2.539], [2.063, 0.998, 1.449], [-3.434, -1.391, 0.278], [-4.153, -0.443, 1.218], [-5.572, -0.848, 1.596], [-5.644, -2.042, 2.483], [-5.768, -2.917, 3.209], [-3.968, -1.708, -0.617], [-3.145, -2.321, 0.767], [-2.500, -1.043, -0.164], [-4.115, 0.512, 0.694], [-3.586, -0.247, 2.128], [-6.124, -1.130, 0.700], [-6.123, -0.052, 2.097], [4.137, 2.232, -3.321], [4.998, 1.407, -2.449], [4.273, 0.179, -1.746], [3.132, 0.494, -0.849], [2.267, 0.723, -0.097], [3.383, 1.714, -3.913], [4.862, 2.746, -3.953], [3.523, 2.919, -2.740], [5.510, 2.033, -1.719], [5.785, 1.045, -3.112], [5.016, -0.345, -1.144], [3.859, -0.536, -2.456]]
}

=====

{
  "formula": "C12H21N5OS",
  "method": "ωB97M-V with the def2-TZVPD basis set",
  "de_lowest_ev": 0.000,
  "multiplicity": 1,
  "homo_lumo_gap_ha": 0.345,
  "total_charge": 0,
  "smiles": "CSc1nc(NC(C)(C)C)nc(N2CCOCC2)n1",
  "e_lumo_ev": 0.8,
  "species": ["C", "S", "C", "N", "C", "N", "C", "C", "C", "C", "N", "C", "N", "C", "C", "O", "C", "C", "N", "H", "H", "H", "H", "H", "H", "H", "H", "H", "H", "H", "H", "H", "H", "H", "H", "H", "H", "H", "H", "H"],
  "coordinates": [[2.371, 3.448, 0.337], [0.577, 3.613, 0.105], [0.117, 1.939, -0.094], [1.065, 1.022, -0.032], [0.623, -0.234, -0.189], [1.488, -1.258, -0.151], [2.925, -1.200, 0.077], [3.584, -0.365, -1.025], [3.203, -0.583, 1.450], [3.448, -2.636, 0.031], [-0.653, -0.570, -0.390], [-1.513, 0.448, -0.436], [-2.806, 0.180, -0.682], [-3.306, -1.170, -0.693], [-4.059, -1.445, 0.625], [-4.571, -0.258, 1.195], [-5.008, 0.661, 0.224], [-3.816, 1.210, -0.583], [-1.168, 1.736, -0.296], [2.808, 3.004, -0.550], [2.564, 2.828, 1.206], [2.755, 4.451, 0.490], [1.060, -2.162, -0.268], [3.402, -0.815, -1.999], [4.656, -0.302, -0.862], [3.163, 0.635, -1.018], [2.750, -1.186, 2.234], [4.273, -0.520, 1.628], [2.777, 0.415, 1.489], [3.243, -3.087, -0.938], [2.980, -3.239, 0.805], [4.522, -2.644, 0.192], [-3.981, -1.279, -1.550], [-2.462, -1.847, -0.806], [-3.386, -1.861, 1.378], [-4.878, -2.159, 0.443], [-5.503, 1.466, 0.770], [-5.742, 0.185, -0.444], [-4.143, 1.513, -1.585], [-3.359, 2.068, -0.087]]
}

=====

{
  "formula": "C12H21N7O3",
  "method": "ωB97M-V with the def2-TZVPD basis set",
  "de_lowest_ev": 1.660,
  "multiplicity": 1,
  "homo_lumo_gap_ha": 0.329,
  "total_charge": 0,
  "smiles": "[H]/N=C(/N)NCCC[C@H](N)C(=O)N[C@@H](Cc1c[nH]cn1)C(=O)O",
  "e_lumo_ev": 0.4,
  "species": ["H", "N", "C", "N", "N", "C", "C", "C", "C", "N", "C", "O", "N", "C", "C", "C", "C", "N", "C", "N", "C", "O", "O", "H", "H", "H", "H", "H", "H", "H", "H", "H", "H", "H", "H", "H", "H", "H", "H", "H", "H", "H", "H"],
  "coordinates": [[-4.409, 0.747, -0.256], [-3.930, 0.717, -1.133], [-2.710, 0.980, -1.104], [-1.925, 1.016, -2.285], [-1.940, 1.284, 0.066], [-1.535, 0.488, 1.210], [-2.344, -0.807, 1.347], [-2.134, -1.925, 0.329], [-0.732, -2.508, 0.283], [-0.136, -2.617, 1.580], [0.127, -1.699, -0.627], [-0.315, -1.387, -1.729], [1.333, -1.250, -0.178], [2.340, -0.715, -1.067], [2.003, 0.715, -1.498], [1.705, 1.570, -0.368], [1.218, 2.888, -0.477], [1.198, 3.404, 0.780], [1.670, 2.419, 1.600], [2.068, 1.382, 0.891], [3.797, -0.926, -0.613], [4.636, -1.482, -1.261], [4.037, -0.579, 0.676], [-2.250, 0.287, -2.914], [-0.920, 0.919, -2.026], [-1.272, 2.084, -0.041], [-1.554, 1.008, 2.128], [-0.470, 0.348, 1.058], [-3.423, -0.480, 1.395], [-2.095, -1.157, 2.354], [-2.509, -1.586, -0.670], [-2.796, -2.748, 0.601], [-0.814, -3.453, -0.241], [0.518, -3.420, 1.687], [-0.756, -2.535, 2.387], [1.483, -1.654, 0.784], [2.365, -1.408, -1.925], [2.746, 1.200, -2.114], [1.055, 0.694, -2.013], [0.861, 3.443, -1.366], [0.738, 4.246, 0.994], [1.751, 2.550, 2.676], [3.325, -0.056, 1.081]]
}

=====

What did the fifth record say?
{
  "formula": "C12H21N7O3",
  "method": "ωB97M-V with the def2-TZVPD basis set",
  "de_lowest_ev": 1.660,
  "multiplicity": 1,
  "homo_lumo_gap_ha": 0.329,
  "total_charge": 0,
  "smiles": "[H]/N=C(/N)NCCC[C@H](N)C(=O)N[C@@H](Cc1c[nH]cn1)C(=O)O",
  "e_lumo_ev": 0.4,
  "species": ["H", "N", "C", "N", "N", "C", "C", "C", "C", "N", "C", "O", "N", "C", "C", "C", "C", "N", "C", "N", "C", "O", "O", "H", "H", "H", "H", "H", "H", "H", "H", "H", "H", "H", "H", "H", "H", "H", "H", "H", "H", "H", "H"],
  "coordinates": [[-4.409, 0.747, -0.256], [-3.930, 0.717, -1.133], [-2.710, 0.980, -1.104], [-1.925, 1.016, -2.285], [-1.940, 1.284, 0.066], [-1.535, 0.488, 1.210], [-2.344, -0.807, 1.347], [-2.134, -1.925, 0.329], [-0.732, -2.508, 0.283], [-0.136, -2.617, 1.580], [0.127, -1.699, -0.627], [-0.315, -1.387, -1.729], [1.333, -1.250, -0.178], [2.340, -0.715, -1.067], [2.003, 0.715, -1.498], [1.705, 1.570, -0.368], [1.218, 2.888, -0.477], [1.198, 3.404, 0.780], [1.670, 2.419, 1.600], [2.068, 1.382, 0.891], [3.797, -0.926, -0.613], [4.636, -1.482, -1.261], [4.037, -0.579, 0.676], [-2.250, 0.287, -2.914], [-0.920, 0.919, -2.026], [-1.272, 2.084, -0.041], [-1.554, 1.008, 2.128], [-0.470, 0.348, 1.058], [-3.423, -0.480, 1.395], [-2.095, -1.157, 2.354], [-2.509, -1.586, -0.670], [-2.796, -2.748, 0.601], [-0.814, -3.453, -0.241], [0.518, -3.420, 1.687], [-0.756, -2.535, 2.387], [1.483, -1.654, 0.784], [2.365, -1.408, -1.925], [2.746, 1.200, -2.114], [1.055, 0.694, -2.013], [0.861, 3.443, -1.366], [0.738, 4.246, 0.994], [1.751, 2.550, 2.676], [3.325, -0.056, 1.081]]
}